{"formula": "C37H81F5N8O9RbS3", "method": "the ωB97M-V functional and the def2-TZVPD basis", "gap_ev": 4.84, "multiplicity": 1, "de_lowest_kj_mol": 607.5, "total_charge": 5, "homo_energy_ev": -16.114, "lumo_energy_ev": -11.28, "elements": ["Rb", "S", "S", "S", "F", "F", "F", "F", "F", "O", "O", "O", "O", "O", "O", "O", "O", "O", "N", "N", "N", "N", "N", "N", "N", "N", "C", "C", "C", "C", "C", "C", "C", "C", "C", "C", "C", "C", "C", "C", "C", "C", "C", "C", "C", "C", "C", "C", "C", "C", "C", "C", "C", "C", "C", "C", "C", "C", "C", "C", "C", "C", "C", "H", "H", "H", "H", "H", "H", "H", "H", "H", "H", "H", "H", "H", "H", "H", "H", "H", "H", "H", "H", "H", "H", "H", "H", "H", "H", "H", "H", "H", "H", "H", "H", "H", "H", "H", "H", "H", "H", "H", "H", "H", "H", "H", "H", "H", "H", "H", "H", "H", "H", "H", "H", "H", "H", "H", "H", "H", "H", "H", "H", "H", "H", "H", "H", "H", "H", "H", "H", "H", "H", "H", "H", "H", "H", "H", "H", "H", "H", "H", "H", "H"], "coordinates": [[0.380, 3.734, 3.441], [3.737, 2.397, -4.714], [0.233, 0.837, 0.324], [4.939, 1.527, -6.423], [1.681, 2.335, -1.329], [4.816, 0.720, -7.852], [1.596, 0.264, -2.041], [2.799, 0.886, -0.302], [2.327, 3.155, -4.757], [6.969, 0.583, 3.762], [4.672, 3.516, -4.438], [0.385, -0.534, 0.728], [-1.022, -2.445, -1.982], [3.543, 1.403, -3.738], [5.840, 2.600, -6.777], [-0.972, 1.075, -0.507], [0.392, 1.828, 1.387], [5.444, 0.504, -5.518], [6.855, -0.029, 1.543], [-5.875, 3.933, 2.109], [3.503, 1.971, -6.349], [-0.755, 1.618, -4.521], [-3.364, -1.938, -1.931], [2.532, -4.416, -1.379], [-1.636, 3.503, -3.523], [0.612, -1.725, 4.775], [5.301, -0.080, 1.339], [-6.439, 4.861, 3.176], [-2.749, 5.709, -3.163], [-4.629, 3.207, 2.710], [-2.622, 2.825, -4.152], [-2.124, 1.659, -4.706], [1.666, -6.746, -1.466], [-2.612, 1.566, 2.662], [7.787, 2.284, 2.095], [-6.640, 4.862, -0.117], [1.254, -6.037, -2.775], [-2.016, -2.521, -1.324], [-3.456, -0.415, -2.245], [-3.236, -2.343, 3.817], [2.001, -3.511, 3.889], [2.743, -5.850, -0.902], [1.812, -4.598, -2.749], [-1.754, 4.667, -2.640], [-3.890, 2.083, 1.915], [0.236, 0.589, -4.984], [-7.640, 3.792, 0.330], [7.300, 0.860, 2.642], [1.704, 1.073, -0.988], [3.698, -2.233, -2.333], [1.173, -3.137, 5.157], [-0.498, 2.853, -3.877], [-6.966, 3.007, 1.534], [1.664, -1.105, 3.838], [-2.012, -2.778, 0.225], [1.662, -3.652, -0.345], [2.189, -2.268, 3.026], [-0.700, -1.917, 3.938], [-5.427, 4.756, 0.815], [-1.993, -2.337, 4.779], [3.876, -3.554, -1.603], [4.975, -1.617, -2.803], [0.458, -0.826, 6.051], [-2.514, 6.158, -4.128], [0.390, -3.746, 5.609], [-2.523, 0.838, -5.284], [1.466, -4.245, 3.285], [7.946, 2.884, 2.991], [0.742, -4.222, -0.214], [-3.756, 5.346, -3.366], [2.660, -4.549, -3.432], [-5.010, 2.862, 3.670], [-2.503, -1.960, 0.752], [1.674, -2.272, 2.064], [1.247, -0.220, 3.358], [5.639, -2.372, -3.224], [-0.913, -0.997, 3.394], [-1.931, -3.336, 5.210], [1.599, -6.582, -3.654], [-4.670, 4.108, 0.372], [3.272, -2.164, 2.967], [7.292, 0.247, 0.675], [-4.630, 1.325, 1.661], [-2.826, 6.599, -2.539], [-5.634, 5.491, 3.556], [2.910, -5.968, 0.169], [4.474, -4.198, -2.247], [-3.132, -3.113, 3.052], [-0.989, -2.737, 0.599], [2.968, -3.913, 4.190], [-2.862, 0.970, 3.539], [-0.809, 5.161, -2.413], [0.172, 0.411, -6.058], [5.212, -0.726, 0.466], [-8.626, 4.198, 0.557], [-3.971, 4.056, 2.898], [-4.947, 5.683, 1.128], [7.296, -0.922, 1.710], [1.081, -3.790, -2.776], [3.715, -6.132, -1.308], [3.015, -2.201, -3.182], [-3.801, -0.064, -1.273], [-7.591, 2.579, 2.317], [-4.276, -0.433, -2.962], [-2.058, 0.936, 1.966], [-7.372, 5.328, 2.862], [4.796, -0.740, -3.425], [-0.520, -2.577, 3.089], [1.204, 0.943, -4.629], [5.495, -1.334, -1.888], [7.084, 2.781, 1.427], [1.881, -2.912, 5.954], [-2.428, -0.244, -2.566], [0.047, -0.398, -4.563], [1.872, -7.799, -1.659], [4.836, -0.553, 2.204], [3.257, -1.482, -1.677], [-6.479, 2.168, 1.036], [-3.638, 3.155, -3.997], [-3.554, -2.509, -2.742], [-7.041, 5.840, 0.150], [4.362, -3.570, -0.627], [8.711, 2.181, 1.527], [-2.151, -1.698, 5.647], [-4.174, -2.463, 4.359], [-1.933, 2.333, 3.034], [0.802, -6.752, -0.801], [-6.458, 4.828, -1.191], [-4.116, -2.169, -1.298], [-2.023, 4.205, -1.690], [0.480, 3.185, -3.561], [0.124, 0.173, 5.771], [-3.332, -1.338, 3.406], [-6.762, 4.127, 3.915], [-3.505, 2.691, 1.097], [0.166, -6.053, -2.850], [1.415, -2.663, -0.729], [2.228, -3.436, 0.561], [4.854, 0.874, 1.057], [-7.826, 3.020, -0.417], [1.378, -0.788, 6.635], [-2.440, -3.729, 0.543], [2.513, -0.804, 4.453], [-0.281, -1.240, 6.736]]}